(1)
{"formula": "C26H32N4O3", "method": "ωB97M-V/def2-TZVPD", "elements": ["O", "O", "O", "N", "C", "C", "C", "C", "C", "C", "C", "C", "C", "C", "C", "C", "C", "C", "C", "C", "C", "C", "N", "N", "N", "C", "C", "C", "C", "C", "C", "C", "C", "H", "H", "H", "H", "H", "H", "H", "H", "H", "H", "H", "H", "H", "H", "H", "H", "H", "H", "H", "H", "H", "H", "H", "H", "H", "H", "H", "H", "H", "H", "H", "H"], "coordinates": [[-5.4406, -2.1349, -3.5145], [0.7744, 3.7634, 2.7469], [-0.4837, -0.6312, -3.9627], [-1.8521, 2.1119, -0.0809], [-4.2232, -2.0478, -3.5142], [1.0504, 3.0742, 1.7766], [-1.5661, -0.3042, -3.4878], [-3.1910, 2.1452, -0.1785], [-1.2780, 2.6308, 1.0103], [-4.0045, 2.6864, 0.8176], [-2.0349, 3.1845, 2.0523], [-3.4222, 3.2185, 1.9620], [5.1867, -1.9523, 4.9258], [2.9939, 0.4052, 1.2874], [5.2657, -0.7592, 5.6503], [3.0610, 1.6039, 2.0094], [4.5949, -1.9639, 3.6584], [3.4966, -0.7799, 1.8331], [4.7487, 0.4232, 5.1100], [3.6397, 1.6023, 3.2865], [4.0805, -0.7822, 3.1061], [4.1556, 0.4220, 3.8393], [0.0925, 2.5228, 0.9515], [-2.2967, 0.6864, -4.0150], [-3.6174, -1.4112, -2.5096], [-3.4348, -2.6663, -4.6512], [2.5205, 2.8846, 1.4245], [-1.8851, 1.4987, -5.1597], [-0.3220, -1.3846, 0.2769], [0.7181, -3.2930, -0.8988], [-0.0858, -2.0078, -1.1023], [-1.4073, -2.3275, -1.8329], [-2.1940, -1.0832, -2.3107], [-3.6595, 1.7293, -1.0653], [-5.0822, 2.6867, 0.6947], [-1.5625, 3.5865, 2.9394], [-4.0260, 3.6446, 2.7600], [5.5849, -2.8709, 5.3468], [2.5547, 0.3843, 0.2948], [5.7275, -0.7499, 6.6334], [4.5380, -2.8955, 3.1039], [3.4395, -1.6996, 1.2591], [4.8107, 1.3444, 5.6815], [3.6905, 2.5273, 3.8537], [0.4254, 2.0197, 0.1412], [-3.2011, 0.8633, -3.6075], [-4.2539, -1.1125, -1.7874], [-2.7360, -3.3982, -4.2574], [-2.9016, -1.8974, -5.2037], [-4.1283, -3.1704, -5.3226], [3.0884, 3.7373, 1.8072], [2.6370, 2.8817, 0.3382], [-2.7307, 2.0749, -5.5376], [-1.5096, 0.8530, -5.9570], [-1.0892, 2.1832, -4.8602], [0.6301, -1.2310, 0.7818], [-0.9414, -2.0425, 0.8866], [-0.8138, -0.4193, 0.1802], [0.1601, -3.9959, -0.2800], [1.6682, -3.0603, -0.4192], [0.9236, -3.7493, -1.8674], [0.5155, -1.3213, -1.6953], [-2.0359, -2.9164, -1.1631], [-1.1778, -2.9465, -2.6995], [-2.1845, -0.3743, -1.4852]], "forces_ev_per_a": [[-0.32, -0.04, 0.09], [-0.25, -0.53, -0.35], [-0.24, 0.22, 0.40], [-0.83, -0.09, -0.29], [-1.06, -0.79, -1.30], [-0.17, 1.30, 0.87], [0.78, -1.26, -0.72], [0.33, 0.39, 0.97], [-1.42, -0.13, -0.25], [-0.27, -0.09, -0.26], [0.12, 0.31, 0.65], [0.59, -0.36, -0.65], [-0.54, -0.37, -1.32], [0.47, -1.49, 0.41], [-0.45, 1.40, -0.27], [0.66, 0.28, 1.32], [0.84, -0.44, 1.57], [-0.78, 1.29, -1.08], [0.79, -1.25, 1.08], [-0.78, 0.35, -1.53], [0.02, -0.28, -0.07], [-0.04, 0.21, 0.11], [1.69, -0.04, 0.29], [-0.91, 0.65, 0.02], [1.29, 1.16, 0.86], [0.01, 0.14, 0.31], [-0.13, -0.36, -0.51], [0.27, -0.32, 0.29], [-0.08, 0.11, -0.51], [-0.10, 0.30, -0.49], [-0.16, -0.35, 0.50], [0.74, 0.68, -0.46], [-0.35, -0.50, 0.48], [0.26, -0.03, -0.06], [0.10, -0.02, -0.05], [0.20, -0.08, -0.23], [0.19, -0.09, -0.15], [-0.06, 0.11, -0.08], [0.04, 0.04, 0.02], [-0.07, 0.02, -0.13], [-0.03, 0.12, -0.01], [0.03, 0.05, 0.09], [-0.04, -0.05, -0.11], [0.00, -0.08, -0.06], [-0.16, 0.02, -0.01], [0.05, -0.02, -0.06], [-0.08, -0.01, -0.04], [0.26, 0.01, -0.07], [0.26, 0.00, -0.05], [-0.03, 0.14, 0.17], [-0.40, -0.09, 0.05], [0.06, -0.10, -0.05], [0.02, -0.14, 0.18], [-0.01, 0.07, 0.11], [-0.01, -0.01, -0.13], [0.01, 0.03, 0.13], [-0.04, 0.00, 0.11], [-0.12, 0.16, 0.20], [0.04, -0.10, 0.05], [0.04, -0.12, 0.08], [0.07, -0.18, 0.05], [-0.06, 0.06, -0.22], [-0.18, 0.11, 0.00], [0.01, -0.07, -0.07], [-0.08, 0.17, 0.17]], "total_charge": 0, "smiles": "O=C(Cc1ccc2ccccc2c1)Nc1ccccn1.CNC(=O)[C@H](CC(C)C)NC(C)=O", "e_above_lowest_kcal_mol": 26.07, "max_force_ha_per_bohr": 0.038, "e_lumo_ev": 0.2469, "gap_ev": 8.46, "e_homo_ev": -8.211}

***

(2)
{"formula": "C26H32N4O4", "method": "ωB97M-V/def2-TZVPD", "elements": ["C", "C", "H", "H", "O", "C", "O", "C", "C", "N", "C", "O", "C", "C", "N", "C", "C", "N", "C", "C", "H", "H", "H", "H", "C", "C", "C", "C", "C", "C", "C", "H", "H", "H", "H", "H", "H", "H", "H", "H", "H", "H", "H", "H", "H", "H", "H", "C", "C", "C", "C", "C", "C", "N", "H", "H", "H", "O", "C", "H", "H", "H", "H", "H", "H", "H"], "coordinates": [[4.9467, 3.0633, 0.0945], [5.0733, 2.1627, -1.1258], [4.7001, 2.6809, -2.0153], [6.1090, 1.8535, -1.2830], [4.3476, 0.9460, -0.9621], [3.0217, 0.9947, -1.2007], [2.4365, 2.0063, -1.5485], [2.3790, -0.2785, -1.0009], [1.0252, -0.5587, -1.1620], [0.1336, 0.4109, -1.5783], [-1.0634, 0.2494, -2.2243], [-1.5516, -0.8241, -2.4940], [-1.7077, 1.5716, -2.5905], [-3.2512, 1.4978, -2.5305], [-3.8915, 1.4601, -1.2468], [-3.7618, 2.6033, -0.3757], [-2.6569, 2.4633, 0.6831], [-2.9046, 1.2576, 1.4456], [-2.8364, 0.1016, 0.5719], [-3.9236, 0.2211, -0.5039], [-3.8427, -0.6154, -1.1979], [-4.8973, 0.1729, 0.0003], [-3.0244, -0.7974, 1.1633], [-1.8431, 0.0032, 0.1061], [-2.1040, 1.1308, 2.6535], [-0.6203, 0.9412, 2.4395], [0.2181, 2.0354, 2.2608], [1.5762, 1.8610, 2.0628], [2.1189, 0.5880, 2.0519], [1.2932, -0.5096, 2.2248], [-0.0666, -0.3331, 2.4053], [-0.7032, -1.1962, 2.5377], [1.7067, -1.5074, 2.2244], [3.1828, 0.4533, 1.9197], [2.2136, 2.7236, 1.9331], [-0.1926, 3.0347, 2.2960], [-2.5019, 0.2751, 3.2077], [-2.2765, 2.0339, 3.2476], [-2.7031, 3.3223, 1.3581], [-1.6610, 2.4494, 0.2060], [-3.5946, 3.4989, -0.9769], [-4.7130, 2.7150, 0.1601], [-3.6474, 2.3725, -3.0589], [-3.5594, 0.6019, -3.0755], [-1.3301, 2.3785, -1.9631], [-1.4268, 1.7870, -3.6250], [0.5661, 1.3332, -1.5949], [0.8315, -1.9154, -0.7708], [-0.2807, -2.7463, -0.6530], [-0.1080, -4.0370, -0.1805], [1.1680, -4.5097, 0.1686], [2.2807, -3.7039, 0.0600], [2.1143, -2.4044, -0.3995], [3.0271, -1.4093, -0.5541], [4.0089, -1.4486, -0.3437], [3.2574, -4.0745, 0.3334], [1.2946, -5.5180, 0.5295], [-1.2483, -4.7838, -0.0794], [-1.1540, -6.1170, 0.3531], [-0.5275, -6.7173, -0.3151], [-0.7663, -6.1867, 1.3756], [-2.1717, -6.5042, 0.3311], [-1.2630, -2.4144, -0.9408], [3.9132, 3.3792, 0.2110], [5.5713, 3.9424, -0.0355], [5.2603, 2.5333, 0.9911]], "forces_ev_per_a": [[-0.10, -0.32, -0.24], [0.18, 0.61, -0.06], [0.13, -0.12, 0.10], [-0.15, 0.03, -0.02], [-0.28, -0.38, 0.10], [0.02, 0.30, -0.12], [0.18, -0.12, 0.08], [-0.75, -0.29, -0.17], [0.89, 0.08, -0.08], [0.06, 0.40, 0.04], [0.34, 0.48, 0.03], [-0.14, -0.26, -0.05], [-0.50, -0.16, -0.04], [0.22, 0.07, -0.21], [0.11, -0.02, 0.14], [0.07, 0.09, 0.12], [-0.24, 0.10, -0.17], [-0.06, 0.02, 0.05], [-0.25, -0.04, -0.20], [-0.01, -0.21, 0.14], [-0.05, 0.00, 0.00], [0.06, -0.12, 0.06], [0.04, -0.06, 0.00], [-0.04, -0.05, 0.09], [-0.08, 0.01, -0.02], [-0.04, 0.00, 0.03], [-0.05, -0.02, 0.02], [0.09, 0.11, -0.01], [0.06, -0.02, 0.06], [0.08, -0.10, 0.06], [-0.02, 0.07, 0.05], [-0.10, -0.10, 0.02], [0.04, -0.09, -0.02], [0.11, -0.02, -0.03], [0.06, 0.07, -0.02], [-0.06, 0.10, 0.01], [0.05, 0.07, 0.05], [0.02, -0.09, 0.04], [0.05, 0.02, -0.01], [-0.04, 0.04, 0.03], [-0.03, 0.04, -0.01], [0.08, 0.13, 0.05], [0.07, -0.09, -0.07], [0.02, 0.11, -0.06], [0.04, 0.04, -0.04], [0.07, 0.02, -0.02], [-0.26, -0.10, 0.00], [0.35, -0.24, 0.08], [-0.09, -0.47, 0.17], [-0.07, 0.42, -0.09], [0.01, -0.11, 0.04], [0.01, -0.05, 0.02], [-0.50, -0.03, -0.12], [0.35, 0.18, 0.07], [-0.08, 0.00, -0.01], [0.08, -0.06, 0.03], [-0.01, -0.09, 0.03], [-0.07, 0.20, -0.09], [0.01, -0.16, 0.06], [-0.01, 0.02, 0.03], [0.00, -0.01, -0.04], [0.09, -0.03, 0.02], [-0.08, 0.03, -0.03], [-0.05, 0.06, 0.03], [0.07, 0.11, 0.01], [0.06, -0.01, 0.09]], "total_charge": 0, "smiles": "CCOC(=O)c1[nH]c2ccc(OC)cc2c1NC(=O)CCN1CCN(Cc2ccccc2)CC1", "e_above_lowest_kcal_mol": 45.61, "max_force_ha_per_bohr": 0.017, "e_lumo_ev": 0.2377, "gap_ev": 7.75, "e_homo_ev": -7.517}

***

(3)
{"formula": "C26H32N6O2SSn", "method": "ωB97M-V/def2-TZVPD", "elements": ["Sn", "C", "C", "N", "C", "S", "N", "N", "C", "C", "C", "C", "C", "C", "C", "N", "H", "H", "H", "H", "H", "H", "H", "H", "H", "H", "H", "H", "H", "C", "O", "C", "C", "O", "C", "H", "H", "H", "H", "H", "H", "H", "H", "H", "H", "C", "C", "C", "C", "C", "C", "N", "N", "C", "C", "C", "C", "C", "C", "H", "H", "H", "H", "H", "H", "H", "H", "H"], "coordinates": [[-0.2332, 0.1245, -0.4404], [-6.1711, 0.0831, 0.8465], [-5.5444, 0.9892, -0.2004], [-4.3961, 1.7322, 0.3231], [-3.1302, 1.3444, 0.3261], [-2.6871, -0.1019, -0.5275], [-2.2787, 2.1160, 0.9917], [-0.9915, 1.7355, 0.9472], [-0.1438, 2.3057, 1.7368], [-0.4943, 3.3727, 2.7161], [1.2351, 1.7897, 1.6462], [2.2733, 2.3482, 2.3750], [3.5352, 1.7758, 2.3081], [3.7217, 0.6480, 1.5247], [2.6491, 0.1522, 0.8111], [1.4372, 0.7192, 0.8584], [-6.9725, -0.5013, 0.3975], [-6.5935, 0.6603, 1.6682], [-5.4331, -0.6089, 1.2527], [-6.2550, 1.7332, -0.5573], [-5.2116, 0.4185, -1.0663], [-4.5796, 2.5610, 0.8742], [-1.5710, 3.4864, 2.7729], [-0.0597, 4.3269, 2.4081], [-0.1014, 3.1314, 3.7039], [2.0928, 3.2141, 2.9929], [4.3547, 2.1986, 2.8729], [4.6787, 0.1519, 1.4621], [2.7479, -0.7205, 0.1796], [0.2707, 3.1627, -1.4575], [0.7197, 1.8204, -1.7329], [2.0712, 1.8397, -2.2534], [2.4394, 0.5429, -2.9080], [2.4788, -0.4799, -1.9335], [3.0168, -1.6933, -2.4510], [0.3281, 3.7531, -2.3712], [0.8927, 3.6191, -0.6841], [-0.7633, 3.1113, -1.1262], [2.7614, 2.0919, -1.4431], [2.1122, 2.6296, -3.0071], [3.4240, 0.6668, -3.3734], [1.7202, 0.2975, -3.6970], [4.0338, -1.5345, -2.8164], [2.3923, -2.0761, -3.2633], [3.0329, -2.4173, -1.6394], [0.9788, -2.9319, 4.3737], [0.3011, -1.7586, 4.0701], [0.0295, -1.4452, 2.7484], [0.4389, -2.3132, 1.7463], [1.1023, -3.4988, 2.0373], [1.3720, -3.8000, 3.3603], [0.1258, -1.9478, 0.3959], [0.1462, -2.8422, -0.4654], [-0.1399, -2.4448, -1.7984], [-0.3101, -3.4581, -2.7338], [-0.6134, -3.1115, -4.0405], [-0.7352, -1.7740, -4.3933], [-0.5575, -0.7618, -3.4486], [-0.2475, -1.1041, -2.1473], [1.1932, -3.1781, 5.4045], [-0.0246, -1.0979, 4.8615], [-0.5467, -0.5589, 2.5053], [1.4038, -4.1636, 1.2404], [1.8841, -4.7198, 3.6046], [-0.2163, -4.4902, -2.4233], [-0.7612, -3.8827, -4.7830], [-0.9703, -1.5105, -5.4156], [-0.6622, 0.2734, -3.7457]], "forces_ev_per_a": [[-0.38, -0.02, 0.04], [0.01, 0.00, 0.00], [0.03, 0.01, -0.03], [0.03, 0.01, 0.09], [-0.03, -0.03, 0.02], [-0.19, -0.06, -0.07], [0.21, 0.05, -0.12], [0.03, 0.24, 0.36], [0.01, -0.16, -0.11], [-0.04, -0.03, -0.07], [-0.03, 0.19, 0.11], [-0.04, -0.06, -0.04], [-0.03, -0.06, -0.04], [0.01, 0.03, 0.05], [-0.04, -0.26, 0.05], [0.45, -0.09, -0.08], [-0.03, 0.01, 0.00], [0.01, 0.01, 0.01], [0.01, -0.02, -0.01], [-0.02, -0.04, -0.02], [-0.02, 0.03, 0.00], [-0.01, 0.00, -0.03], [0.00, 0.00, 0.00], [0.01, 0.02, 0.00], [0.01, 0.00, 0.01], [-0.01, 0.02, 0.01], [0.02, 0.00, 0.00], [0.02, 0.00, 0.00], [0.00, 0.14, 0.15], [-0.09, 0.10, -0.10], [-0.22, 0.20, 0.06], [0.07, 0.12, -0.09], [-0.01, -0.11, 0.01], [0.18, 0.15, -0.10], [-0.07, -0.01, -0.10], [0.01, -0.01, 0.01], [0.00, 0.00, -0.01], [0.01, 0.03, -0.04], [-0.03, -0.02, 0.04], [0.01, 0.00, 0.05], [-0.01, 0.02, 0.02], [0.07, -0.02, 0.00], [0.00, -0.01, 0.00], [0.01, -0.01, 0.00], [0.00, -0.04, 0.02], [0.00, -0.01, -0.01], [0.02, 0.00, -0.01], [-0.05, 0.00, 0.04], [-0.16, 0.00, -0.23], [0.10, 0.01, 0.02], [-0.02, 0.02, 0.02], [0.12, -0.20, 0.11], [-0.10, 0.04, -0.03], [0.04, -0.01, 0.15], [0.02, -0.04, 0.04], [0.00, -0.01, 0.00], [0.01, 0.04, -0.02], [-0.03, -0.15, 0.02], [0.22, 0.02, -0.14], [0.00, 0.00, 0.01], [-0.02, 0.00, 0.01], [0.02, 0.03, -0.01], [-0.01, 0.00, 0.00], [0.03, -0.01, 0.01], [0.00, -0.02, 0.00], [0.00, -0.01, -0.01], [-0.01, 0.00, -0.02], [-0.05, 0.02, 0.00]], "total_charge": 2, "e_above_lowest_kcal_mol": 0.00, "max_force_ha_per_bohr": 0.009, "e_lumo_ev": -6.6539, "gap_ev": 7.29, "e_homo_ev": -13.944}